[1]
Below is a molecular structure, C35H52AsBFeN7O6, with properties calculated with the ωB97M-V functional and the def2-TZVPD basis.

XYZ file:
```
103
Properties=species:S:1:pos:R:3
Fe 0.18 0.25 -0.71
C -2.43 -2.06 4.58
C -1.34 -1.21 4.02
C -0.35 -0.56 4.70
C 0.41 0.14 3.73
N -0.18 -0.06 2.52
N -1.21 -0.91 2.66
B -1.93 -1.60 1.48
N -0.95 -2.49 0.66
N -0.34 -2.11 -0.50
C 0.18 -3.21 -1.03
C -0.08 -4.31 -0.20
C -0.79 -3.81 0.86
C -1.31 -4.56 2.05
C 0.95 -3.26 -2.33
C 2.42 -3.56 -1.99
C 0.39 -4.38 -3.20
C 0.87 -1.94 -3.09
N -2.71 -0.63 0.56
N -2.23 -0.06 -0.57
C -3.27 0.45 -1.23
C -4.44 0.28 -0.46
C -4.04 -0.42 0.66
C -4.90 -0.93 1.77
C -3.25 1.01 -2.63
C -1.87 0.92 -3.28
C -3.71 2.48 -2.63
C -4.23 0.18 -3.47
C 1.44 1.18 3.59
C 0.98 2.53 4.13
C 2.07 2.37 1.47
C 2.82 0.79 4.10
H -2.32 -2.07 5.66
H -2.40 -3.09 4.22
H -3.42 -1.66 4.33
H -0.18 -0.58 5.77
H -2.73 -2.32 1.99
H 0.21 -5.34 -0.34
H -1.01 -5.60 1.97
H -2.40 -4.51 2.11
H -0.90 -4.15 2.97
H 2.51 -4.50 -1.45
H 2.81 -2.76 -1.35
H 3.02 -3.62 -2.90
H 0.46 -5.35 -2.70
H 0.95 -4.44 -4.14
H -0.66 -4.19 -3.44
H 1.33 -1.12 -2.54
H -0.17 -1.68 -3.30
H 1.40 -2.02 -4.05
H -5.44 0.60 -0.69
H -5.91 -0.56 1.63
H -4.54 -0.58 2.74
H -4.92 -2.02 1.79
H -1.18 1.64 -2.85
H -1.94 1.13 -4.35
H -1.44 -0.08 -3.15
H -3.05 3.09 -2.02
H -4.73 2.57 -2.24
H -3.70 2.87 -3.65
H -3.91 -0.87 -3.51
H -4.26 0.57 -4.50
H -5.24 0.22 -3.06
H 0.05 2.83 3.64
H 1.73 3.32 4.00
H 0.78 2.41 5.19
H 1.34 3.18 1.44
H 2.35 2.08 0.47
H 2.95 2.66 2.04
H 2.74 0.54 5.16
H 3.54 1.60 3.99
H 3.16 -0.09 3.56
O 0.00 7.02 0.47
C -0.22 6.70 -0.72
O -0.39 7.38 -1.75
C -0.30 5.18 -0.90
C -1.36 4.45 -0.35
C -1.34 3.07 -0.42
N -0.35 2.39 -1.00
C 0.66 3.08 -1.54
C 0.73 4.46 -1.51
C 1.78 2.21 -2.09
O 2.92 2.67 -2.20
O 1.42 1.01 -2.34
H -2.17 4.96 0.14
H -2.12 2.47 0.04
H 1.59 4.96 -1.93
C 4.97 1.36 0.05
As 4.01 -0.10 -0.76
C 5.09 -1.60 -0.14
C 4.32 -0.21 -2.66
O 2.49 -0.29 -0.11
H 6.04 1.26 -0.18
H 4.83 1.28 1.12
H 4.60 2.31 -0.33
H 6.11 -1.50 -0.53
H 4.66 -2.54 -0.50
H 5.11 -1.62 0.95
H 5.40 -0.26 -2.81
H 3.89 0.65 -3.15
H 3.85 -1.13 -3.01
O 1.51 1.19 2.09
C 0.23 0.61 1.43
```

Calculated values
total charge	-1
relative energy (zero: lowest compared OMol25 entry of this formula, charge and spin)	488.4	kJ/mol
electronic energy	-5724.03094	hartree
frontier orbital gap (alpha / beta)	5.33 / 5.47	eV
2S+1	5
HOMO energy (alpha / beta)	-3.21 / -3.35	eV
F_max	0.01716	Eh/bohr



[2]
Below is a molecular structure, C35H52BiOP4, with properties calculated with the ωB97M-V functional and the def2-TZVPD basis.

XYZ file:
```
93
Properties=species:S:1:pos:R:3
Bi 0.10 -0.36 -0.88
P -2.59 -0.79 0.76
P -0.06 -3.04 -1.41
P -1.55 2.43 -0.12
H 1.10 -1.67 -5.62
C 1.68 -0.80 -5.30
C 1.95 -0.59 -3.98
H 2.00 -1.44 -3.28
C -4.00 -0.99 -0.41
C -2.73 -2.37 1.70
C -3.43 0.28 1.99
C 1.05 -3.65 -2.71
C 0.27 -4.01 0.11
C -1.73 -3.56 -1.96
C -0.70 3.78 -0.99
C -2.05 3.40 1.37
C -3.14 2.42 -1.07
H 2.01 -0.09 -6.07
H 2.47 0.31 -3.65
H -4.92 -1.17 0.16
H -3.81 -1.84 -1.09
H -4.11 -0.08 -1.02
H -3.65 -2.32 2.30
H -1.87 -2.45 2.38
H -2.77 -3.24 1.03
H -4.40 -0.19 2.23
H -3.60 1.30 1.60
H -2.81 0.33 2.90
H 0.71 -4.64 -3.04
H 2.08 -3.73 -2.32
H 1.04 -2.97 -3.58
H 0.13 -5.08 -0.10
H -0.41 -3.70 0.92
H 1.31 -3.82 0.42
H -1.69 -4.63 -2.25
H -2.03 -2.95 -2.83
H -2.48 -3.44 -1.15
H -1.40 4.62 -1.07
H -0.37 3.49 -1.99
H 0.17 4.09 -0.41
H -2.17 4.45 1.07
H -1.24 3.32 2.10
H -2.99 3.04 1.82
H -3.36 3.45 -1.41
H -3.98 2.06 -0.47
H -3.03 1.77 -1.95
C -0.30 1.17 -3.98
C -1.54 0.94 -4.60
C -1.98 1.83 -5.56
C -1.20 2.95 -5.85
C -0.06 3.26 -5.11
C 0.39 2.40 -4.12
O 0.24 0.11 -3.36
H -1.50 -0.14 -1.84
H -2.01 -0.03 -4.44
H -2.94 1.62 -6.02
H -1.51 3.61 -6.67
H 0.49 4.18 -5.32
H 1.24 2.64 -3.47
C 5.56 -1.93 1.98
C 4.89 -1.97 0.76
C 3.63 -1.38 0.62
C 3.04 -0.78 1.74
C 3.73 -0.69 2.96
C 4.99 -1.28 3.08
P 1.35 -0.10 1.66
C 0.56 -0.93 3.07
C 0.88 -2.27 3.38
C 0.28 -2.89 4.47
C -0.66 -2.22 5.24
C -1.06 -0.92 4.89
C -0.45 -0.28 3.81
C 1.62 1.64 2.15
C 1.49 2.11 3.46
C 1.85 3.42 3.79
C 2.36 4.27 2.80
C 2.48 3.81 1.48
C 2.11 2.51 1.14
H 6.54 -2.41 2.08
H 5.34 -2.47 -0.11
H 3.11 -1.39 -0.33
H 3.29 -0.19 3.82
H 5.53 -1.23 4.04
H 1.65 -2.79 2.80
H 0.57 -3.92 4.73
H -1.10 -2.69 6.12
H -1.81 -0.39 5.47
H -0.72 0.76 3.57
H 1.12 1.45 4.26
H 1.73 3.75 4.82
H 2.69 5.28 3.04
H 2.89 4.48 0.72
H 2.20 2.15 0.11
```

Calculated values
total charge	+3
relative energy (zero: lowest compared OMol25 entry of this formula, charge and spin)	305.6	kJ/mol
electronic energy	-3019.02201	hartree
frontier orbital gap (alpha / beta)	4.04 / 5.70	eV
HOMO energy (alpha / beta)	-15.58 / -15.62	eV
F_max	0.06771	Eh/bohr